# 1
DFT (ωB97M-V with the def2-TZVPD basis set) results for a cluster of 3 separate species, C27H57O12P in total at a distorted geometry.

The total energy is -62770.1739 eV. The gap between HOMO and LUMO is 8.76 eV. Its structure (SMILES) is CCCCCCCCC[C@H](CCCC(=O)O)OC(=O)P(O)O.COCCOCCOC.COCCOCCOC. Its relative energy (zero: lowest compared OMol25 entry of this formula, charge and spin) is 2.9800 eV.

XYZ file:
```
97
Properties=species:S:1:pos:R:3:mulliken_charge:R:1
P -0.396 -4.974 -3.929 0.436
O 0.654 -4.517 -5.259 -0.482
O -4.052 4.273 -2.184 -0.268
O -3.171 5.490 1.045 -0.266
O -2.076 2.845 -0.223 -0.286
O -2.837 -3.988 -2.713 -0.259
O -4.759 -5.568 2.863 -0.546
O 5.522 3.451 1.922 -0.480
O -6.549 -3.887 2.689 -0.452
O -1.022 -6.592 -4.238 -0.536
O 2.744 2.383 2.894 -0.288
O -2.207 -3.106 -4.981 -0.546
O 5.794 2.040 4.700 -0.230
C 3.951 -4.264 -0.332 -0.279
C -4.674 -4.267 -0.327 -0.348
C 1.368 2.724 2.842 -0.858
C -1.850 4.943 1.055 -0.609
C 6.716 1.249 5.436 -0.763
C -1.993 -3.859 -3.903 0.379
C 4.857 2.201 1.704 -0.539
C 2.605 -2.264 -1.607 -0.257
C -3.667 -2.806 -2.456 0.190
C -4.249 4.480 -3.575 -0.773
C -3.492 2.716 -0.402 -0.547
C -4.986 -3.164 -1.492 -0.932
C -1.371 -1.882 -1.214 -0.559
C -0.331 -1.229 -2.344 -0.131
C 1.866 -1.084 -0.694 -0.114
C 5.459 -4.957 -0.493 -0.816
C 6.388 3.249 4.223 -0.601
C 3.337 2.353 1.594 0.261
C 0.818 -0.250 -1.671 -0.691
C -1.576 4.188 -0.248 -0.542
C -5.204 -4.414 2.294 0.340
C -3.535 6.021 2.309 -0.782
C 5.439 3.964 3.257 -0.407
C -3.919 2.886 -1.863 -0.558
C -4.294 -3.597 1.153 -0.258
C -2.901 -1.562 -1.704 -0.027
C 3.991 -2.678 -0.801 -0.469
H -3.562 5.227 3.061 0.325
H -5.700 -4.847 -0.132 0.360
H -4.895 2.412 -2.013 0.489
H 1.243 3.738 2.449 0.350
H 6.259 -4.182 -0.865 0.289
H 2.790 -1.907 -2.707 0.315
H -4.564 -2.460 1.226 0.209
H 7.334 3.023 3.719 0.339
H -5.448 -2.196 -0.990 0.290
H 5.756 -5.397 0.563 0.217
H -6.570 -2.977 2.247 0.348
H -5.837 -3.578 -2.215 0.373
H -3.505 -1.238 -0.727 -0.075
H -5.146 3.955 -3.917 0.310
H -1.736 4.266 1.910 0.324
H -1.143 5.774 1.149 0.498
H 5.315 -5.860 -1.258 0.219
H -4.377 5.551 -3.748 0.232
H 1.852 -3.178 -1.669 -0.026
H -4.537 6.453 2.225 0.232
H -3.729 1.691 -0.098 0.355
H 3.654 -4.321 0.813 0.273
H -2.838 6.808 2.613 0.311
H 0.355 0.708 -1.131 -0.037
H 1.482 0.201 -2.555 0.369
H 4.060 -2.024 0.189 0.109
H 6.193 0.362 5.800 0.227
H 3.155 -4.855 -0.992 0.181
H -2.941 -0.620 -2.419 0.084
H -4.156 -2.333 -3.438 0.347
H 7.103 1.809 6.293 0.304
H -3.180 -3.860 1.395 0.211
H -3.374 4.139 -4.136 0.319
H 5.231 1.840 0.740 0.360
H -1.942 4.730 -1.122 0.239
H 2.924 1.494 1.055 -0.132
H 0.968 2.695 3.860 0.340
H -1.174 -1.272 -0.221 0.396
H 1.542 -4.945 -5.041 0.365
H -3.893 -5.092 -0.604 0.213
H 4.408 3.962 3.619 0.211
H -1.938 -6.594 -3.799 0.331
H 5.755 5.010 3.185 0.373
H 0.816 2.008 2.226 0.290
H 4.884 -2.438 -1.532 0.296
H 0.153 -2.131 -2.954 -0.176
H -0.887 -0.570 -3.149 0.465
H -3.179 2.422 -2.525 0.320
H 5.142 1.464 2.457 0.280
H 1.270 -1.597 0.184 0.120
H 7.539 0.929 4.791 0.313
H -0.491 4.089 -0.359 0.419
H 6.578 3.894 5.088 0.460
H 3.092 3.276 1.054 0.326
H -4.038 3.386 0.265 0.244
H -1.146 -3.005 -0.975 0.207
H 2.675 -0.386 -0.212 -0.041
```

=====

# 2
DFT (ωB97M-V with the def2-TZVPD basis set) results for the molecule C17H22N2O2S3 at a distorted geometry.

The total energy is -57562.8149 eV. The gap between HOMO and LUMO is 8.19 eV. Its structure (SMILES) is CSc1ccc(Sc2ccc(NS(C)(=O)=O)cc2CN(C)C)cc1. Its relative energy (zero: lowest compared OMol25 entry of this formula, charge and spin) is 0.6411 eV.

XYZ file:
```
46
Properties=species:S:1:pos:R:3:mulliken_charge:R:1
S 0.605 0.657 -5.734 -0.141
S 1.556 -2.404 3.970 1.125
S 0.332 3.088 0.235 -0.265
O 0.719 -2.933 2.869 -0.580
O 1.809 -3.278 5.134 -0.623
N 0.587 -0.993 4.594 -0.469
N -2.432 -0.549 0.106 0.116
C 0.393 1.779 1.436 -0.449
C -3.794 -0.422 -0.575 -1.056
C 0.670 2.667 -3.802 -0.480
C 0.575 0.439 -3.014 -0.465
C 0.660 2.311 -1.418 0.544
C -1.455 -1.458 -0.563 -0.889
C 0.364 0.014 3.670 0.223
C 3.181 -1.894 3.268 -0.981
C -1.865 0.746 0.610 -0.918
C -0.623 0.805 1.607 0.752
C 1.437 0.906 3.510 -1.102
C 0.602 1.279 -4.032 0.498
C 1.344 1.732 2.444 0.085
C -0.673 -0.081 2.749 -0.646
C 0.677 0.884 -1.663 -0.461
C 0.733 3.244 -2.453 -0.950
C 0.040 -1.095 -5.736 -0.773
H -1.279 -1.258 -1.662 0.069
H -0.263 -1.459 4.847 0.440
H -0.460 -1.534 -0.115 0.326
H 0.457 -0.622 -3.016 0.180
H 0.491 -1.668 -6.518 0.371
H -2.001 -2.401 -0.467 0.454
H 2.280 0.990 4.207 0.539
H -4.353 -1.323 -0.386 0.349
H -2.703 1.146 1.243 0.445
H 3.620 -2.703 2.807 0.403
H -1.703 1.370 -0.341 0.426
H 0.668 4.323 -2.263 0.355
H 2.136 2.509 2.374 0.354
H 3.746 -1.717 4.189 0.346
H 3.179 -1.061 2.676 0.369
H -1.413 -0.840 3.000 0.326
H 0.392 -1.675 -4.822 0.242
H 0.593 3.280 -4.674 0.391
H 0.541 0.199 -0.816 0.540
H -1.111 -1.111 -5.788 0.258
H -3.947 -0.324 -1.594 0.411
H -4.314 0.437 -0.092 0.310
```